ORCA calculation (ωB97M-V/def2-TZVPD) on C52H38BrF4N3OP3Se2Tl as an isolated structure at a distorted geometry.

LUMO (spin up / spin down)	-0.2776 / -0.3084	Eh
HOMO-LUMO gap (spin up / spin down)	4.5 / 3.7	eV
charge	+2

Last column: Löwdin charge in e.
Positions of all 105 atoms, in Å:
Tl: 1.010991 2.014893 -1.120778  0.8206
F: 6.237234 6.956842 -1.499364  0.1640
C: 5.789261 5.767728 -1.142786  -0.1267
C: 6.479615 4.619649 -1.499233  -0.1267
F: 7.601031 4.716292 -2.195283  0.1554
C: 5.991749 3.377781 -1.123122  -0.2116
F: 6.721569 2.305965 -1.426429  0.1175
C: 4.784266 3.235133 -0.448119  -0.3038
P: 4.004577 1.599185 -0.082601  0.9965
C: 4.995806 1.032942 1.337364  -0.3547
C: 4.494439 1.332817 2.602867  -0.0959
C: 5.217109 0.985200 3.734210  -0.0680
C: 6.425210 0.315035 3.606733  -0.0652
C: 6.910434 -0.001912 2.345801  -0.0629
C: 6.208321 0.357522 1.205054  -0.0845
C: 4.425788 0.577269 -1.528158  -0.4075
C: 4.617801 -0.797322 -1.380197  -0.1283
C: 4.894760 -1.583487 -2.489611  -0.0842
C: 4.952621 -1.015590 -3.753452  -0.0717
C: 4.697314 0.339456 -3.913096  -0.0621
C: 4.415894 1.129113 -2.810136  -0.1134
C: 4.121597 4.409334 -0.080919  -0.5655
Br: 2.508200 4.328235 0.894681  0.8322
C: 4.624866 5.659329 -0.397362  -0.2542
F: 3.989470 6.759209 -0.012220  0.0994
H: 3.538222 1.833854 2.702548  0.0761
H: 4.825808 1.235203 4.711988  0.1076
H: 6.992175 0.039467 4.485751  0.1113
H: 7.847977 -0.531759 2.236420  0.1123
H: 6.612255 0.121769 0.229940  0.1041
H: 4.566061 -1.251129 -0.397278  0.1070
H: 5.074838 -2.643859 -2.365140  0.1100
H: 5.186608 -1.626967 -4.614527  0.1099
H: 4.720982 0.783999 -4.899236  0.1135
H: 4.210520 2.184233 -2.951133  0.1090
Se: -5.667739 -2.574954 -0.924977  0.7116
P: -4.898212 -0.559597 -0.826924  0.6925
C: -5.359158 0.243761 0.729542  -0.3533
C: -5.109062 1.607935 0.909638  -0.0907
C: -5.367113 2.184811 2.141064  -0.0457
C: -5.862496 1.417886 3.187915  -0.0442
C: -6.128673 0.071056 2.999395  -0.0567
C: -5.888684 -0.519138 1.768339  -0.1093
C: -5.494213 0.364822 -2.256496  -0.3598
C: -6.390627 1.420245 -2.141732  -0.0586
C: -6.743337 2.120959 -3.284822  -0.0415
C: -6.204776 1.775100 -4.515401  -0.0356
C: -5.313473 0.712789 -4.622916  -0.0465
C: -4.970766 -0.010533 -3.496454  -0.0871
C: -3.095014 -0.366075 -0.974512  -0.3820
C: -1.877049 -1.029768 -1.196696  -0.4154
N: -0.927087 -0.072905 -1.219276  -0.1651
N: -1.507713 1.099580 -1.070090  -0.1404
N: -2.793394 0.946394 -0.917220  0.0281
P: -1.109290 -2.631678 -1.416649  0.7210
Se: 0.974830 -2.056258 -1.568702  0.6753
C: -1.719407 -3.467304 -2.895688  -0.3433
C: -0.939296 -3.502534 -4.048932  -0.0919
C: -1.444198 -4.104110 -5.191342  -0.0487
C: -2.713287 -4.663748 -5.180538  -0.0422
C: -3.471529 -4.658213 -4.016183  -0.0531
C: -2.972675 -4.070006 -2.867021  -0.1113
C: -1.453071 -3.658216 0.026538  -0.3554
C: -2.535891 -3.405042 0.862894  -0.1004
C: -2.756928 -4.220262 1.961673  -0.0542
C: -1.893680 -5.271664 2.235818  -0.0413
C: -0.811751 -5.520625 1.401113  -0.0438
C: -0.593404 -4.723142 0.290729  -0.0800
H: -4.702609 2.199857 0.107733  0.0982
H: -5.178191 3.240798 2.278368  0.1181
H: -6.053403 1.873666 4.150136  0.1189
H: -6.520257 -0.526202 3.811509  0.1168
H: -6.121305 -1.566598 1.619708  0.0563
H: -6.803239 1.699816 -1.181879  0.1112
H: -7.438074 2.945605 -3.202965  0.1204
H: -6.482693 2.333786 -5.398781  0.1204
H: -4.877251 0.461738 -5.579899  0.1176
H: -4.301595 -0.861936 -3.567244  0.1046
H: 0.051615 -3.067977 -4.049733  0.0651
H: -0.844637 -4.137338 -6.090624  0.1188
H: -3.111371 -5.118531 -6.077497  0.1196
H: -4.448561 -5.122658 -3.995582  0.1171
H: -3.544366 -4.089315 -1.952560  0.0322
H: -3.199472 -2.572218 0.663745  0.0559
H: -3.603444 -4.026101 2.607386  0.1149
H: -2.061875 -5.891855 3.105584  0.1198
H: -0.138446 -6.338601 1.618276  0.1203
H: 0.242154 -4.919476 -0.371883  0.1061
C: -0.033809 -0.608603 2.367224  0.0103
C: 0.595137 0.754844 2.394769  -0.3643
O: 0.926004 1.321763 1.359027  -0.1640
C: 0.796516 1.390650 3.711260  -0.1711
C: 0.923017 2.780538 3.775815  -0.0390
C: 1.138202 3.414752 4.984739  -0.0501
C: 1.225428 2.664875 6.150794  -0.0518
C: 1.101382 1.282770 6.098267  -0.0592
C: 0.889671 0.644903 4.888631  -0.0217
H: -0.272102 -0.873682 1.344454  0.0472
H: -0.937288 -0.633544 2.976862  0.1020
H: 0.661681 -1.350997 2.765292  0.1023
H: 0.825500 3.343939 2.859431  0.0621
H: 1.241367 4.490986 5.019344  0.1150
H: 1.388315 3.154021 7.101679  0.1149
H: 1.179309 0.696659 7.004088  0.1127
H: 0.831501 -0.435287 4.859233  0.1122

Cartesian forces, eV/Å:
Tl 0.4 0.3 -0.1
F 0.1 0.0 0.0
C -0.1 -0.1 0.1
C 0.0 0.0 0.0
F 0.1 0.0 0.0
C -0.2 0.1 0.2
F 0.1 0.0 -0.1
C 0.0 -0.1 -0.2
P 0.0 0.3 0.1
C 0.0 -0.2 -0.4
C 0.0 -0.1 0.0
C 0.0 0.0 0.1
C 0.0 0.0 0.0
C 0.1 -0.1 -0.2
C 0.0 0.1 0.3
C 0.1 0.0 0.1
C 0.0 0.1 0.0
C -0.1 -0.1 0.0
C 0.0 0.0 -0.1
C -0.1 0.0 0.0
C 0.0 -0.1 0.1
C 0.1 -0.1 -0.1
Br 0.0 0.3 0.1
C -0.2 -0.2 0.1
F 0.1 0.1 -0.1
H 0.0 0.0 0.0
H 0.0 0.0 0.0
H 0.0 0.0 0.0
H 0.0 0.0 0.1
H 0.0 0.0 0.0
H 0.1 0.0 0.0
H 0.0 0.0 0.0
H 0.0 0.0 0.0
H 0.0 0.0 0.0
H 0.1 0.0 0.0
Se -0.2 -0.4 -0.2
P 0.7 1.6 0.2
C 0.0 -0.3 -0.3
C 0.0 -0.1 0.1
C 0.0 0.0 -0.1
C 0.0 0.0 0.0
C 0.0 -0.1 0.1
C 0.1 0.0 0.0
C -0.1 -0.6 0.1
C -0.1 -0.1 0.0
C 0.0 0.1 0.1
C 0.0 0.0 0.0
C 0.0 0.0 0.0
C 0.0 0.0 0.0
C 0.2 -0.1 -0.1
C 0.0 -0.1 0.2
N -0.2 -0.2 -0.3
N -0.1 -0.2 0.2
N -0.3 0.1 0.0
P -1.3 -0.4 0.1
Se 0.5 0.2 0.0
C 0.5 0.1 0.2
C -0.1 0.1 0.0
C 0.0 0.0 -0.1
C 0.0 0.0 0.0
C -0.1 0.0 0.1
C 0.0 -0.1 0.0
C 0.2 0.1 -0.2
C 0.0 0.0 -0.1
C -0.1 0.0 0.0
C 0.0 0.1 0.0
C 0.0 -0.1 0.0
C -0.1 0.1 0.0
H 0.1 0.1 -0.1
H 0.0 0.0 0.0
H 0.0 0.0 0.0
H 0.0 0.0 0.0
H 0.0 0.0 0.0
H 0.0 0.0 0.0
H 0.0 0.0 0.0
H 0.0 0.0 0.0
H -0.1 -0.1 0.0
H 0.1 0.1 -0.1
H 0.0 0.0 -0.1
H 0.0 0.0 0.0
H 0.0 0.0 0.0
H 0.0 0.0 0.0
H 0.0 -0.1 0.0
H 0.1 0.1 0.1
H 0.0 0.0 0.0
H 0.0 0.0 0.0
H 0.0 0.0 0.0
H 0.0 -0.1 0.1
C 0.0 -0.1 -0.1
C 0.0 -0.1 -0.1
O -0.3 -0.1 0.3
C 0.2 0.3 0.2
C -0.1 -0.2 -0.1
C 0.0 0.1 0.0
C 0.0 -0.1 0.0
C 0.1 0.0 0.1
C 0.0 0.0 -0.2
H 0.0 0.0 -0.2
H 0.0 0.0 0.1
H 0.0 0.0 0.0
H 0.0 0.1 0.0
H 0.0 0.0 0.0
H 0.0 0.0 0.0
H 0.0 0.0 0.0
H -0.1 0.0 0.0